[1]
Computed, not measured: a 14-piece molecular cluster, C44H118N2O20 overall, with ωB97M-V with the def2-TZVPD basis set.

Each line ends with the Mulliken charge.
Positions of all 184 atoms, in Å:
H  5.00  -4.64  -5.26  0.35
C  -8.90  3.75  -5.35  -1.27
C  -1.98  0.60  10.26  0.43
H  8.66  -0.99  1.23  0.32
H  -8.87  4.23  -6.32  0.33
H  -1.25  -7.14  -2.89  0.23
H  -1.83  -2.98  3.41  0.36
H  -3.54  -8.15  -2.29  0.34
O  7.32  6.81  5.48  -0.57
H  -3.21  4.08  7.43  0.29
O  -4.93  4.61  3.94  -0.52
O  -2.76  4.76  6.92  -0.51
O  -1.73  -5.28  -2.15  -0.54
H  2.43  0.78  0.27  0.46
O  -3.66  -2.52  5.19  -0.52
C  -3.90  -2.30  3.82  0.10
H  -4.03  -4.89  -8.66  0.39
C  -2.16  9.72  0.47  -0.37
H  -4.83  -1.18  -1.44  0.25
H  -3.57  -1.95  -7.88  0.33
C  3.77  -4.55  -3.40  -0.14
H  -3.05  -0.15  8.86  0.33
H  6.73  6.64  6.22  0.31
H  -3.21  6.26  5.43  0.29
C  10.45  -3.25  -1.50  -0.56
H  -4.46  3.34  5.48  0.34
O  3.15  -3.31  -3.74  -0.51
H  -3.12  3.81  4.51  0.25
H  1.47  1.90  -1.62  0.40
H  -5.20  -1.58  -7.28  0.33
H  2.77  0.75  2.61  0.31
H  5.08  -7.96  2.55  0.32
H  6.59  -5.41  2.39  0.32
O  -12.28  -1.61  0.16  -0.51
H  4.17  -5.03  2.32  0.25
H  -1.05  -0.35  8.49  0.30
H  -3.62  -6.73  -3.26  0.34
H  -9.11  2.70  -5.53  0.33
H  1.00  4.75  -5.77  0.31
H  -3.25  2.06  -1.26  0.36
H  2.22  -3.55  -3.71  0.32
C  6.55  6.88  4.31  0.51
H  -4.10  -5.79  -7.29  0.32
H  -4.43  -2.72  -5.41  0.26
C  1.74  4.41  -6.50  -1.15
H  3.17  5.90  -6.05  0.25
H  -5.26  0.55  -1.67  0.27
O  5.70  -5.96  -3.84  -0.51
C  -2.65  1.24  -0.86  -0.57
H  -4.72  -2.40  -8.90  0.37
H  -1.79  1.55  10.76  0.31
H  -1.96  -1.26  3.63  0.35
O  1.12  1.41  1.80  -0.32
C  7.47  7.32  3.15  -1.29
H  -8.63  5.87  -4.20  0.32
O  10.61  -0.23  1.02  -0.31
H  -5.78  4.23  4.19  0.29
H  13.05  -5.29  1.08  0.25
C  -12.56  -1.27  -1.19  -0.33
H  -2.18  -4.83  -2.87  0.28
H  -7.89  3.76  -4.93  0.37
C  -2.23  -0.47  11.28  -1.28
H  4.19  4.78  -8.12  0.34
H  -1.99  7.66  1.28  0.34
H  -4.09  7.05  0.51  0.28
H  -12.25  -2.18  -3.14  0.27
O  3.95  -6.06  4.17  -0.54
H  12.67  -6.22  -0.42  0.36
C  -2.39  8.17  0.41  -0.24
C  -2.51  -2.14  3.28  -1.14
H  -4.65  -3.74  2.22  0.33
H  10.39  1.67  1.81  0.31
H  1.53  0.95  3.91  0.23
H  -3.88  -6.65  -1.49  0.35
C  -1.82  -6.68  -2.08  0.69
O  -3.08  0.64  9.39  -0.54
C  -11.40  4.44  -5.20  -1.22
H  -11.19  -2.86  -1.91  0.29
C  11.32  -4.45  -1.11  -0.68
C  -1.18  1.09  -1.09  -0.47
O  -1.77  10.31  -0.82  -0.53
O  -3.82  7.90  0.14  -0.54
H  4.19  -5.34  4.76  0.31
H  -3.12  10.14  0.79  0.27
H  10.10  0.65  2.95  0.34
O  12.51  -4.18  -0.43  -0.34
H  -2.40  -7.05  -0.10  0.30
H  -11.99  -0.37  -1.42  0.26
H  3.01  -5.30  -3.63  0.29
C  -0.83  0.33  9.31  -1.16
H  3.39  -7.44  2.08  0.31
C  -3.29  -7.09  -2.29  -1.40
H  -2.68  -4.71  -7.54  0.32
O  1.74  6.77  -6.98  -0.56
H  -13.58  -0.91  -1.31  0.30
C  9.30  -1.22  -0.73  -0.81
O  -3.19  -0.04  -1.26  -0.20
H  -0.56  1.26  8.80  0.31
C  4.99  -4.81  -4.18  -0.54
N  -0.47  2.34  -0.77  -0.30
H  -2.47  10.85  -1.19  0.30
H  14.17  -5.40  -0.37  0.24
H  -1.46  10.01  1.26  0.26
H  -11.83  3.44  -5.12  0.34
H  -0.86  2.84  0.01  0.34
C  -1.48  -7.05  -0.69  -1.26
O  -3.95  -3.40  -5.89  -0.46
H  2.24  3.55  -6.06  0.34
C  1.71  0.66  2.88  -0.68
H  -5.58  -3.72  3.64  0.29
H  -11.37  4.71  -6.26  0.32
H  8.31  6.66  2.92  0.31
H  8.39  -1.56  -1.23  0.43
H  -0.82  0.07  -0.94  0.28
H  -4.47  -1.38  3.64  0.33
H  5.65  -3.97  -3.98  0.24
H  4.86  -6.93  1.23  0.34
N  9.91  -2.53  -0.38  -0.31
H  -13.13  -1.63  0.59  0.31
H  -0.78  -6.41  -0.16  0.34
H  6.37  -6.39  3.95  0.37
H  -3.10  -3.30  5.14  0.37
H  6.84  4.67  4.14  0.31
H  10.74  -5.20  -0.56  0.41
H  10.96  -2.55  -2.17  0.38
H  1.50  6.96  -6.07  0.33
H  5.50  5.13  5.04  0.33
H  9.67  -3.78  -2.04  0.24
C  6.06  -5.55  3.33  -1.25
H  3.67  6.42  -8.55  0.32
O  -13.27  -3.44  -1.84  -0.53
H  -12.08  5.18  -4.78  0.33
C  -3.61  5.41  5.97  -0.23
C  0.96  2.01  -0.67  -1.01
H  -1.92  7.76  -0.48  0.23
H  9.80  -0.61  -1.49  0.36
H  11.56  -5.00  -2.02  0.45
C  13.15  -5.33  0.00  -0.72
H  -2.13  -1.46  10.84  0.29
H  -12.92  -4.00  -1.14  0.29
H  0.86  0.02  0.31  0.36
H  -4.51  5.71  6.51  0.21
H  -1.11  -8.07  -0.55  0.33
H  6.91  7.43  2.22  0.37
C  -4.55  -3.64  3.30  -1.05
H  10.63  -2.30  0.28  0.29
C  4.44  -7.15  2.21  -1.22
C  1.37  0.97  0.46  -0.41
C  9.24  -0.37  0.54  -0.55
H  -3.27  -0.42  11.61  0.33
C  -4.60  -0.15  -1.16  -0.77
C  6.06  5.43  4.15  -1.21
H  1.25  -0.31  2.73  0.26
H  7.90  8.31  3.33  0.32
H  1.15  3.99  -7.32  0.27
C  -4.01  4.21  4.99  -0.40
C  -12.18  -2.43  -2.08  -0.36
C  -4.60  -2.32  -7.82  -1.33
H  6.14  -4.62  3.90  0.36
H  5.40  5.20  3.32  0.35
H  1.34  2.97  -0.31  0.41
H  -2.53  -2.04  2.20  0.28
H  3.97  -4.51  -2.33  0.19
C  10.76  0.68  2.08  -0.83
C  3.32  5.44  -8.22  -1.23
H  0.12  -0.03  9.71  0.32
O  -9.53  5.87  -4.53  -0.56
H  5.19  -6.75  -4.04  0.30
H  -3.89  -4.43  3.66  0.29
H  -2.85  1.34  0.20  0.31
C  -4.60  -3.66  -7.03  0.57
C  2.54  5.65  -6.90  0.45
H  2.65  5.04  -8.98  0.32
H  11.74  0.61  2.54  0.27
C  -9.99  4.54  -4.53  0.47
H  5.80  7.60  4.62  0.25
C  4.62  -5.80  2.94  0.43
H  -1.04  0.96  -2.17  0.22
H  -1.38  -0.45  11.96  0.37
H  -4.70  -0.05  -0.08  0.29
H  8.79  0.57  0.23  0.44
H  -5.66  -3.85  -6.85  0.22
H  -9.92  4.25  -3.48  0.23
C  -3.76  -4.80  -7.61  -1.31

HOMO = -8.764 eV

***

[2]
Computed, not measured: a 10-piece molecular cluster, C20H44Br8F6NO9S2 overall, with ωB97M-V with the def2-TZVPD basis set.

Each line ends with the Mulliken charge.
Positions of all 90 atoms, in Å:
H  -3.85  2.99  -2.91  0.10
C  -2.30  -1.49  3.46  1.03
H  4.77  2.23  3.75  0.46
H  -2.12  -2.83  5.09  0.37
C  -2.01  0.91  -5.08  -0.20
C  1.60  3.29  0.17  0.30
C  2.40  -2.61  -3.85  -0.33
H  2.93  -1.75  -1.16  -0.32
H  -4.29  4.52  -3.49  0.43
S  1.42  1.65  -0.76  1.00
Br  -5.13  -2.46  0.26  -0.17
O  0.76  2.10  -1.99  -0.51
Br  1.36  -4.63  -5.68  -0.20
Br  -4.66  -0.05  -4.82  -0.19
H  2.96  -3.37  -0.36  0.14
S  -0.01  -0.54  -0.70  1.03
H  4.47  -1.11  2.38  -0.18
O  1.47  1.61  4.16  -0.85
Br  -6.62  1.33  -2.07  -0.18
H  -1.48  3.87  -2.37  0.03
C  -6.29  -0.92  -0.30  -0.62
O  3.24  -1.79  0.91  -0.24
H  0.50  -0.70  2.74  0.18
H  -1.14  1.00  2.57  0.37
O  0.48  -0.60  -2.05  -0.24
H  -1.13  -3.14  2.83  0.38
H  -6.19  -0.11  0.41  0.41
H  -3.77  -2.52  4.76  0.39
F  0.37  3.93  0.18  -0.22
H  -3.18  -1.05  3.00  -0.01
C  -2.23  4.49  -2.87  -0.28
O  1.33  -0.33  2.44  0.33
H  -2.25  1.40  -4.14  -0.14
Br  -1.60  4.45  -4.74  -0.17
H  2.72  3.18  4.27  0.17
H  1.66  0.22  3.16  0.33
F  2.49  3.99  -0.45  -0.19
C  -1.93  -0.28  -0.78  -0.01
C  5.50  -1.69  0.51  -0.66
C  3.38  -2.36  -0.38  0.26
Br  -0.15  0.32  -5.10  -0.10
H  -2.45  -1.05  -4.25  0.23
H  -2.15  5.55  -2.63  0.42
H  2.08  2.43  6.56  0.39
C  -2.79  -0.47  -5.10  -0.61
C  4.83  -2.58  -0.52  -0.46
H  -0.33  1.63  1.42  0.48
H  -1.86  -2.18  1.51  -0.11
O  -1.30  -0.52  3.54  -0.97
C  -5.76  -0.42  -1.59  -0.28
H  -2.28  1.43  -6.00  0.51
H  -2.56  -1.08  -5.97  0.49
H  1.63  -2.91  -3.13  0.41
F  -2.16  0.58  -1.75  0.02
H  5.12  -3.60  -0.30  0.33
F  2.01  3.05  1.42  -0.13
H  4.54  -2.79  2.15  0.25
O  0.22  -1.78  0.02  -0.65
C  4.49  -1.86  1.59  -0.04
H  -4.67  -0.36  -1.61  -0.09
C  3.85  1.64  3.68  -1.40
H  3.99  0.57  3.86  0.24
C  2.68  2.13  4.57  0.81
H  1.20  0.18  1.63  0.43
Br  -4.28  4.49  -0.85  -0.16
H  3.65  1.79  2.62  0.19
F  -2.36  0.21  0.38  -0.16
O  -0.74  1.82  2.27  -0.13
H  -2.82  -3.24  2.62  0.44
Br  4.18  -3.50  -3.71  -0.20
H  2.90  0.91  6.39  0.30
C  -3.67  4.05  -2.72  -0.36
H  5.21  -2.43  -1.52  0.25
O  2.71  1.09  -1.01  -0.69
H  2.50  -2.36  -6.03  0.42
H  6.49  -2.06  0.78  0.40
N  0.50  0.92  0.26  -0.72
H  -7.30  -1.33  -0.34  0.40
H  2.45  -1.57  -3.53  0.17
H  -2.83  -1.33  5.54  0.39
H  -0.06  2.19  2.84  0.37
H  0.87  -2.20  -5.18  0.10
C  -1.99  -2.54  2.53  -1.20
H  -6.10  -1.11  -2.35  0.45
H  3.74  2.45  6.44  0.40
H  5.76  -0.68  0.19  0.29
C  -2.79  -2.05  4.72  -1.78
F  -2.51  -1.49  -1.16  -0.17
C  2.88  1.93  6.01  -1.63
C  1.82  -2.73  -5.26  -0.37

HOMO = -5.246 eV
Total charge = -1

***

| no. | HOMO-LUMO gap (hartree) | LUMO energy (eV) |
| --- | --- | --- |
| 1 | 0.324 | 0.06 |
| 2 | 0.259 | 1.80 |